ORCA calculation (the ωB97M-V functional and the def2-TZVPD basis) on a molecular structure, C9H6BiCl2N2O4Y.

```
! wB97M-V def2-TZVPD RIJCOSX def2/J DEFGRID3
* xyz 4 1
Y -4.93 2.24 -2.86
Bi -0.88 -0.63 -0.42
Cl -4.23 -0.14 -3.37
Cl -1.22 1.64 0.55
C 1.30 0.24 -0.58
C -6.58 2.32 -4.45
C -5.40 4.39 -4.02
O 2.06 0.99 -0.08
O -7.35 2.57 -5.30
O -5.96 5.12 -4.74
N 3.29 -4.74 3.99
C 2.39 -3.79 4.43
O 2.08 -3.65 5.61
C 1.77 -3.02 3.31
C 2.02 -3.17 1.94
C 1.32 -2.41 1.02
N 0.20 -1.68 1.39
C 0.11 -1.37 2.72
C 0.84 -2.05 3.68
H 3.78 -5.24 4.71
H 3.83 -4.58 3.13
H 2.78 -3.88 1.58
H 1.67 -2.36 -0.02
H -0.55 -0.53 2.98
H 0.66 -1.85 4.75
*
```

- HOMO (eV) = -18.9
- E (eV) = -52481.911
- gap between HOMO and LUMO (eV) = 3.05